C6H16NPS | wB97M-V/def2-TZVPD

Geometry as XYZ:
```
25
Properties=species:S:1:pos:R:3:forces:R:3:lowdin_charge:R:1
C 3.013 -0.959 0.029 2.223 0.592 1.031 -0.146
C 2.199 1.157 -0.926 1.072 -0.776 -1.118 -0.164
C -1.246 -1.941 -0.543 1.393 -1.977 0.255 -0.176
C -0.933 -1.019 1.800 -4.070 3.922 -4.070 -0.128
C 2.480 -0.171 -1.089 -1.776 0.480 -0.525 -0.289
C -0.463 -0.926 0.314 0.538 -0.878 -0.466 -0.624
N -3.643 3.136 -0.556 0.487 -0.177 -1.649 0.016
P -0.390 0.791 -0.683 -0.419 -0.517 3.061 0.582
S -0.408 2.044 0.850 -0.119 -0.179 -1.334 0.141
H 4.145 -0.785 0.011 -1.288 -0.651 0.379 0.113
H 2.614 -0.520 0.947 0.333 -0.298 0.235 0.077
H 2.783 -2.030 -0.003 0.157 0.302 -0.116 0.079
H 1.738 1.888 -1.652 0.892 -1.164 0.754 0.058
H 2.701 1.558 -0.030 -0.836 0.240 -0.330 0.078
H -2.952 3.796 -0.874 0.038 0.595 -0.404 -0.002
H -0.496 -2.370 -1.291 -1.451 0.548 0.427 0.080
H -1.519 -2.834 0.139 0.197 1.380 -1.257 0.093
H -2.146 -1.541 -1.017 0.155 -0.170 -0.009 0.055
H -0.301 -1.373 2.462 3.443 -1.540 2.993 0.009
H -1.891 -1.557 1.910 0.450 0.075 -0.369 0.079
H -1.192 0.059 1.985 0.314 -0.949 0.835 -0.010
H 2.160 -0.907 -1.842 -0.192 1.315 -0.646 0.109
H 0.615 -1.220 0.237 -0.938 0.199 0.268 0.045
H -3.798 3.421 0.370 -0.350 0.075 1.638 -0.019
H -3.070 2.304 -0.548 -0.253 -0.445 0.415 -0.056
```
Positions in Å, forces in eV/Å.

Output
Energy relative to the best compared isomer or geometry (same formula, charge and spin)   55.2 kcal/mol
Total charge   0
HOMO-LUMO gap   7.4 eV
Structure (SMILES)   CC(C)P=S.C=CC.N
DFT total energy   -1032.3954 Ha
2S+1   1